Version 1
18
Properties=species:S:1:pos:R:3:nbo_charge:R:1 method="wB97M-V/def2-TZVPD" homo_lumo_gap_ev=7.98 molar_mass_g_mol=103.1 lumo_energy_ha=0.1491 charge=-1 e_homo_ev=-3.924
H -0.228 3.726 -0.040 0.20
C -0.109 -1.602 -0.252 -0.42
H 1.877 -0.914 0.022 0.22
C 0.415 2.851 -0.104 -0.74
H 1.707 -2.494 0.691 0.19
H -1.970 -2.512 0.543 0.18
C 1.181 -1.548 0.592 -0.62
O -1.368 1.625 -1.015 -0.82
H 0.992 -0.984 1.496 0.20
H 1.461 3.061 -0.350 0.19
H -0.054 -2.410 -0.982 0.18
H -0.225 -0.706 -0.862 0.26
H -1.139 -1.361 1.662 0.19
O 0.641 1.382 -2.011 -0.78
H 0.403 2.367 0.874 0.20
C -0.134 1.869 -1.163 0.76
C -1.412 -1.578 0.638 -0.62
H -2.038 -0.774 0.259 0.24

---

Version 2
18
Properties=species:S:1:pos:R:3:nbo_charge:R:1 method="wB97M-V/def2-TZVPD" homo_lumo_gap_ev=7.93 molar_mass_g_mol=103.1 lumo_energy_ha=0.1513 charge=-1 e_homo_ev=-3.812
H 3.505 -0.446 0.110 0.20
H 2.974 -2.184 0.400 0.18
C 0.569 0.151 0.908 0.75
H -2.509 -1.163 -1.683 0.19
H -1.524 -0.231 -2.804 0.19
C -2.839 1.032 -1.517 -0.62
H -2.511 1.380 -0.536 0.23
O -0.463 -0.282 1.472 -0.79
H -2.697 1.839 -2.230 0.19
H -1.253 -0.270 -1.029 0.25
O 1.052 1.299 1.049 -0.80
C 1.350 -0.772 -0.031 -0.51
C -1.996 -0.210 -1.825 -0.63
H -3.911 0.879 -1.408 0.19
H 1.415 -0.382 -1.048 0.19
H 2.847 -0.838 1.564 0.21
H 0.832 -1.732 -0.116 0.18
C 2.752 -1.131 0.511 -0.61

---

Least stable: version 2

---

Version 1
21
Properties=species:S:1:pos:R:3:nbo_charge:R:1 method="wB97M-V/def2-TZVPD" homo_lumo_gap_ev=11.08 molar_mass_g_mol=113.2 lumo_energy_ha=-0.1203 smiles="C[C@@H]1[NH+]=CNC1(C)C" charge=+1 e_homo_ev=-14.358
H 0.737 -2.835 -1.273 0.24
H 1.221 -0.518 -2.066 0.46
C -0.414 -0.416 0.863 0.02
H -2.152 -0.117 -1.328 0.23
H 0.862 2.008 -1.355 0.23
H -1.701 1.676 -1.085 0.24
H 0.161 2.199 0.264 0.24
H -0.430 -2.763 1.034 0.47
H 1.856 1.150 -0.026 0.23
H -0.857 0.594 -2.319 0.21
C -1.381 0.659 -1.342 -0.61
H 1.649 -0.866 1.669 0.23
C 0.232 -1.961 -0.908 0.37
H 0.950 0.644 2.389 0.26
C -0.086 0.214 -0.532 0.07
H 0.278 -1.067 2.797 0.24
N -0.301 -2.057 0.277 -0.57
N 0.567 -0.788 -1.320 -0.55
C 0.703 -0.433 1.965 -0.67
C 0.814 1.499 -0.426 -0.62
H -1.495 -0.325 1.226 0.26

---

Version 2
21
Properties=species:S:1:pos:R:3:nbo_charge:R:1 method="wB97M-V/def2-TZVPD" homo_lumo_gap_ev=10.93 molar_mass_g_mol=113.2 lumo_energy_ha=-0.1139 charge=+1 e_homo_ev=-14.027
H 1.815 -0.801 -0.036 0.21
H 0.341 -0.092 1.990 0.17
H 0.690 1.623 2.306 0.23
H 1.975 0.561 1.807 0.23
H -2.530 -1.177 1.440 0.42
H 0.088 1.726 -2.100 0.24
C 0.004 0.219 -0.790 0.04
C -0.509 0.837 -2.042 -0.64
H -0.595 -2.979 1.139 0.45
H -2.406 0.312 0.476 0.44
C -0.951 -1.096 0.195 0.56
N -2.021 -0.618 0.743 -0.74
H -1.460 1.200 -2.103 0.23
N -0.412 -2.257 0.453 -0.77
C 0.679 1.117 0.178 -0.25
H 0.658 2.184 -0.109 0.24
C 1.493 0.060 -0.666 -0.42
H -0.381 0.205 -2.904 0.24
H 2.047 0.333 -1.475 0.24
C 0.963 0.883 1.670 -0.58
H 0.511 -2.240 -0.171 0.45

---

Least stable: version 2

---

Version 1
21
Properties=species:S:1:pos:R:3:nbo_charge:R:1 method="wB97M-V/def2-TZVPD" homo_lumo_gap_ev=9.77 molar_mass_g_mol=113.2 lumo_energy_ha=-0.0969 smiles="CN1C=C[N+](C)(C)C1" charge=+1 e_homo_ev=-12.403
C 1.934 -0.162 -1.230 -0.39
H 2.108 0.864 -1.599 0.23
H 2.842 -0.712 -0.787 0.24
H 2.464 0.912 1.182 0.23
C -2.786 0.407 -0.005 -0.43
H 0.013 1.852 0.428 0.22
H -3.284 0.030 -0.909 0.21
H -3.170 1.497 0.199 0.25
H -3.288 -0.239 0.681 0.22
H -0.353 1.278 -1.255 0.22
C 0.295 -1.372 0.115 -0.21
C -1.015 -1.164 0.162 0.07
N -1.375 0.127 0.129 -0.43
N 0.989 -0.046 -0.032 -0.23
H 1.454 -0.783 -1.968 0.24
H 1.884 -0.633 1.782 0.25
C -0.209 0.942 -0.245 -0.01
H -1.905 -1.767 0.233 0.25
C 1.634 0.326 1.233 -0.41
H 0.901 0.905 1.798 0.23
H 0.867 -2.261 0.087 0.25

---

Version 2
21
Properties=species:S:1:pos:R:3:nbo_charge:R:1 method="wB97M-V/def2-TZVPD" homo_lumo_gap_ev=9.38 molar_mass_g_mol=113.2 lumo_energy_ha=-0.1270 smiles="C=N/C=C/C[C@H](C)[NH3+]" charge=+1 e_homo_ev=-12.841
H 0.117 1.220 2.985 0.26
H -2.481 0.912 0.500 0.44
H -1.063 -1.037 1.431 0.22
H -1.688 2.218 -0.126 0.44
H -0.910 -1.594 -0.824 0.22
H 2.097 -1.157 -0.648 0.19
H 2.978 -1.216 -2.777 0.15
C -0.586 1.635 2.258 -0.68
N 1.035 -1.831 -2.372 -0.43
H 2.081 -2.067 -4.123 0.19
H -1.489 1.366 2.807 0.23
H -0.494 2.718 2.339 0.25
H 0.417 1.332 0.361 0.23
C 1.099 -1.263 -1.083 -0.01
H -1.573 0.808 -0.880 0.45
H 0.644 -0.820 1.651 0.26
N -1.610 1.217 0.062 -0.68
C 2.047 -1.681 -3.110 0.00
C -0.405 0.945 0.953 -0.03
C -0.191 -0.569 0.990 -0.46
C -0.027 -1.138 -0.394 -0.27

---

Least stable: version 1